# 1
Density functional theory data (wB97M-V/def2-TZVPD) for a structure of composition C3F33HfO9P4S3 at a distorted geometry.

```
! wB97M-V def2-TZVPD RIJCOSX def2/J DEFGRID3
* xyz -4 2
Hf -0.22940 -0.48699 0.35237
C -0.84926 3.79795 -2.40406
F -0.06805 4.73915 -3.03239
F -1.95274 4.24159 -1.72621
F -1.31128 2.87007 -3.27642
S 0.43989 2.82709 -1.15398
O 1.55329 2.52645 -2.06691
O 0.72243 3.74849 -0.07310
O -0.15211 1.58456 -0.56826
C 0.51184 -1.64912 -4.18180
F 1.21155 -2.02338 -5.32393
F -0.45686 -0.70340 -4.40101
F -0.07162 -2.81918 -3.75914
S 1.72560 -1.07405 -2.78108
O 0.79787 -0.79424 -1.65595
O 2.64726 -2.17416 -2.48047
O 2.49491 0.07708 -3.23448
C 3.78678 1.76478 1.76443
F 4.96977 2.34986 1.55868
F 3.86740 1.09623 2.96586
F 2.83376 2.66776 1.85240
S 3.38448 0.54623 0.38496
O 1.90907 0.23955 0.46799
O 3.60954 1.27147 -0.90262
O 4.18339 -0.65184 0.59764
P -2.45602 -2.23698 -0.97599
F -3.91237 -1.50849 -1.18739
F -2.26602 -1.55935 0.47383
F -3.01837 -3.62434 -0.30570
F -0.88372 -2.63246 -0.70157
F -2.45610 -3.01879 -2.38006
F -1.73888 -0.88174 -1.47986
P -0.28510 0.72361 3.49385
F -1.50669 1.64702 3.90304
F -0.31046 -0.37789 4.70087
F -1.15237 -0.23408 2.57151
F 0.80303 -0.28179 2.85837
F -0.02322 1.37668 2.02309
F 0.81350 1.74911 4.07626
P -3.64351 1.55977 0.68625
F -3.03909 3.03208 0.42428
F -5.15651 2.13525 0.70931
F -3.71943 1.12435 -0.88578
F -4.22043 0.01327 0.95528
F -2.20546 0.84625 0.64186
F -3.43970 1.72717 2.35939
P 1.18416 -3.41244 1.58156
F 0.23036 -4.35734 0.63934
F 2.58257 -4.06334 1.07936
F 1.39446 -2.30094 0.41931
F 2.06085 -2.50853 2.54649
F -0.14449 -2.54618 1.99763
F 0.95147 -4.36183 2.85297
*
```

Mulliken population analysis, charges in e, atoms 1 to 4: Hf 2.8344; C 0.3891; F -0.2163; F -0.1935

=====

# 2
Density functional theory data (wB97M-V/def2-TZVPD) for a cluster of 2 separate species, C3F3N in total at a distorted geometry.

```
! wB97M-V def2-TZVPD RIJCOSX def2/J DEFGRID3
* xyz 0 3
C 1.24104 0.23090 -0.34427
C 0.64687 -1.02707 -0.12367
C -1.75453 -0.26529 0.16565
N 1.50229 1.33384 -0.68098
F 1.08813 -1.83256 0.74975
F -2.41095 0.08048 -0.94058
F -1.68540 0.87368 0.81819
*
```

Mulliken population analysis, charges in e, atoms 1 to 4: C 0.5020; C -0.0122; C 0.2232; N -0.3393

=====

# 3
Density functional theory data (wB97M-V/def2-TZVPD) for a structure of composition C3F6InNO4S2 at a distorted geometry.

```
! wB97M-V def2-TZVPD RIJCOSX def2/J DEFGRID3
* xyz 0 1
In -0.74135 0.74589 4.10451
O -2.72368 -0.84805 0.84717
C -2.17353 -0.04067 1.56669
O -2.17742 0.15820 2.78878
N -0.04705 -0.46941 -1.18457
S -1.07700 0.63136 -0.71836
O -1.12481 0.79729 0.91822
C -0.25650 2.32015 -0.91459
F 0.01288 2.47002 -2.19976
F 0.86404 2.42109 -0.22185
F -1.10421 3.25418 -0.52909
S 1.52137 -0.49815 -0.56703
O 2.47828 -0.11955 -1.65871
C 1.60521 -2.37086 -0.56833
F 0.71850 -2.87075 0.27803
F 1.39957 -2.87185 -1.77380
F 2.82571 -2.70889 -0.16731
*
```

Mulliken population analysis, charges in e, atoms 1 to 4: In 0.6273; O -0.5153; C 0.8322; O -0.6005

=====

Energy
In order: -182204.350, -12746.475, -55938.480
Unit: eV